2 unconnected molecules or ions with the total composition C4H9N2 at a distorted geometry. Source: OMol25; level of theory: ωB97M-V with the def2-TZVPD basis set.

Computed properties:
- Charge: +1
- Energy: -7263.719 eV
- Energy above the lowest of the compared OMol25 structures with the same formula, charge and spin: 4.423 eV
- Frontier orbital gap: 7.975 eV

Positions of all 15 atoms, in Å:
C: 2.262 -0.139 0.887
C: -1.758 1.060 0.615
C: 1.821 0.936 -1.278
C: -1.076 -1.170 -0.195
N: 2.167 0.430 -0.202
N: -0.943 0.215 0.236
H: 1.228 -0.657 1.141
H: 3.130 -0.114 1.502
H: -1.432 1.934 1.197
H: -2.777 0.813 0.692
H: 2.093 0.496 -2.232
H: 1.379 1.891 -1.216
H: -1.040 -1.973 0.612
H: -2.128 -1.310 -0.494
H: -0.281 -1.494 -0.903